Molecular formula: C37H47Cl3O19
Method: DFT, ωB97M-V/def2-TZVPD

Cartesian coordinates (Å):
C -0.507 -5.633 -4.471
C 0.709 -5.638 -3.968
C 1.071 -6.221 -2.607
O 2.099 -5.999 -1.949
C 0.068 -7.033 -2.085
C -1.174 -7.118 -2.634
C -1.623 -6.469 -3.884
O -2.657 -6.486 -4.506
O -2.126 -7.847 -2.057
O 1.694 -4.843 -4.484
H -0.653 -5.027 -5.352
H 0.246 -7.562 -1.161
H -2.885 -8.002 -2.623
H 2.461 -5.072 -3.954
C -8.611 -2.445 -6.239
C -8.366 -3.322 -7.242
C -7.154 -3.279 -8.127
O -6.913 -4.050 -9.016
C -6.412 -2.086 -7.858
C -6.652 -1.180 -6.892
C -7.833 -1.250 -5.970
O -8.091 -0.371 -5.148
O -5.922 -0.076 -6.657
O -9.143 -4.414 -7.452
H -9.483 -2.613 -5.623
H -5.577 -1.984 -8.535
H -6.400 0.244 -5.887
H -8.636 -5.026 -7.990
C 1.483 10.392 4.264
C 0.175 10.018 4.522
C -0.511 8.791 3.911
O -1.705 8.553 4.141
C 0.349 8.075 3.005
C 1.580 8.438 2.753
C 2.404 9.583 3.380
O 3.595 9.768 3.153
O 2.261 7.878 1.707
O -0.639 10.736 5.313
H 1.783 11.283 4.795
H -0.005 7.260 2.392
H 3.053 8.405 1.575
H -1.453 10.238 5.413
C -6.682 1.075 5.292
C -5.855 1.315 4.275
C -5.816 2.725 3.662
O -5.174 3.097 2.624
C -6.723 3.647 4.312
C -7.505 3.398 5.425
C -7.668 2.045 5.962
O -8.360 1.709 6.936
O -8.320 4.249 5.937
O -4.971 0.353 3.770
H -6.655 0.076 5.704
H -6.699 4.677 3.987
H -8.618 3.937 6.794
H -4.435 0.808 3.117
C 4.532 3.063 8.644
Cl 3.581 4.337 7.921
Cl 5.890 2.781 7.640
Cl 3.406 1.690 8.622
H 4.885 3.306 9.646
C 2.957 -0.383 1.574
C 1.648 0.323 1.725
O 0.599 -0.191 0.880
C 0.542 0.388 -0.419
C -0.728 -0.246 -1.042
H 3.756 -0.173 2.285
H 2.682 -1.428 1.716
H 3.328 -0.372 0.549
H 1.240 0.007 2.685
H 1.801 1.398 1.629
H 0.630 1.468 -0.537
H 1.484 0.228 -0.943
H -0.839 -0.147 -2.122
H -1.656 0.193 -0.675
H -0.810 -1.312 -0.831
C 8.179 3.052 -10.418
C 8.017 3.506 -8.916
O 7.294 2.563 -8.164
C 7.039 2.844 -6.783
C 6.023 2.107 -6.092
H 8.570 3.928 -10.935
H 8.783 2.172 -10.638
H 7.252 2.760 -10.911
H 8.977 3.772 -8.474
H 7.518 4.471 -9.006
H 8.052 2.795 -6.386
H 6.846 3.883 -6.519
H 5.042 2.409 -6.459
H 5.873 2.314 -5.032
H 6.104 1.045 -6.323
C 3.957 -5.882 7.975
C 4.145 -6.806 6.729
O 2.979 -7.592 6.533
C 2.182 -7.097 5.509
C 0.763 -7.110 5.933
H 2.990 -5.380 7.936
H 4.210 -6.433 8.880
H 4.646 -5.039 7.921
H 4.364 -6.218 5.838
H 4.929 -7.519 6.982
H 2.402 -6.082 5.177
H 2.440 -7.670 4.619
H 0.072 -6.889 5.119
H 0.650 -6.535 6.852
H 0.356 -8.028 6.357

Properties
spin multiplicity = 1
E_tot = -4247.91507 a.u.